Record 1
A cluster of 2 separate species, C17H37NO6S in total, computed with wB97M-V/def2-TZVPD.

SMILES: CCCCCCC[C@H]1C[C@@H](N)CS(=O)(=O)O1.COCCOCCOC
LUMO, eV: 0.6
Kohn-Sham gap, eV: 9.668

The geometry in ORCA input format:
```
! RIJCOSX wB97M-V def2-TZVPD def2/J DEFGRID3
* xyz 0 1
S -4.429 1.671 0.922
O -3.226 1.951 -0.078
O 1.145 -2.836 3.395
O -5.129 2.900 1.150
O 3.193 -2.634 1.151
O 2.811 -5.556 1.937
O -3.886 0.923 2.004
N -4.470 0.017 -2.298
C -1.114 3.582 -1.371
C 1.004 -2.136 2.175
C 1.845 2.311 -1.568
C 0.014 3.896 -2.362
C 1.402 3.761 -1.739
C 2.592 -6.563 0.979
C -5.297 1.017 -1.618
C -2.320 2.926 -2.038
C 4.035 -4.863 1.790
C 3.894 -3.394 2.118
C -5.393 0.623 -0.125
C -3.550 2.889 -1.152
C 3.677 0.750 -0.754
C 3.288 2.183 -1.092
C -4.856 2.475 -1.855
C 1.263 -2.012 4.531
C 1.788 -2.783 1.056
H 3.493 0.071 -1.590
H 1.993 -1.211 4.371
H 1.327 -1.094 2.287
H -3.683 3.861 -0.677
H 1.406 4.255 -0.761
H -6.300 0.926 -2.036
H 3.204 -7.451 1.174
H -2.053 1.898 -2.304
H 4.738 0.683 -0.509
H 3.425 2.813 -0.206
H -0.063 3.219 -3.221
H 0.303 -1.561 4.807
H 1.738 1.797 -2.530
H 3.476 -3.262 3.118
H 4.904 -2.976 2.115
H 1.518 -2.249 0.140
H -4.587 0.091 -3.303
H -1.438 4.495 -0.864
H 2.139 4.282 -2.358
H 1.498 -3.829 0.935
H 2.805 -6.205 -0.035
H 4.781 -5.288 2.475
H -0.742 2.918 -0.587
H 1.541 -6.844 1.036
H 4.419 -4.969 0.768
H -3.486 0.164 -2.096
H 1.191 1.799 -0.853
H -0.114 4.910 -2.748
H 3.121 0.384 0.112
H -4.966 -0.370 -0.003
H 1.605 -2.638 5.354
H 3.954 2.585 -1.863
H -6.411 0.631 0.264
H -4.725 2.592 -2.933
H -0.055 -2.129 1.880
H -2.577 3.456 -2.960
H -5.662 3.148 -1.557
*
```

Record 2
A structure of composition C6H15B2CoF8NO2 in a non-equilibrium geometry, computed with wB97M-V/def2-TZVPD.

LUMO (spin up / spin down), eV: 0.0 / 0.0
Kohn-Sham gap (spin up / spin down), eV: 10.810 / 10.881
⟨S²⟩: 3.754

The geometry in ORCA input format:
```
! RIJCOSX wB97M-V def2-TZVPD def2/J DEFGRID3
* xyz 0 4
Co 0.211 -0.296 0.322
F 1.799 0.592 -0.949
F 0.299 -0.552 2.565
F 3.282 1.467 0.311
F -1.205 -2.214 3.321
F -1.514 -0.870 1.401
F 2.144 -0.571 0.664
F 3.816 -0.386 -0.859
F 0.022 -2.479 1.491
O 0.168 -1.803 -1.105
O 0.231 1.669 1.243
N -1.277 0.569 -0.829
C -0.826 -1.415 -2.112
C 0.489 -3.178 -1.286
C -1.023 2.258 0.941
C -1.048 0.126 -2.213
C 0.739 2.179 2.484
C -1.189 2.018 -0.597
B 2.827 0.276 -0.190
B -0.625 -1.544 2.188
H -0.540 -1.692 -3.126
H 1.634 1.567 2.602
H -1.079 3.346 0.971
H 1.187 -3.437 -0.489
H -1.889 1.893 1.493
H -2.033 2.540 -1.048
H -0.324 -3.897 -1.387
H -0.348 2.491 -1.104
H -0.189 0.553 -2.731
H 1.161 3.179 2.382
H -1.773 -1.917 -1.912
H 0.057 2.052 3.324
H -2.238 0.280 -0.709
H -1.927 0.394 -2.799
H 0.982 -3.200 -2.259
*
```

Record 3
A structure of composition C6H9N in a non-equilibrium geometry, computed with wB97M-V/def2-TZVPD.

Relative energy (zero: lowest compared OMol25 entry of this formula, charge and spin), eV: 5.296
LUMO, eV: 0.4
Kohn-Sham gap, eV: 9.424

The geometry in ORCA input format:
```
! RIJCOSX wB97M-V def2-TZVPD def2/J DEFGRID3
* xyz 0 1
N 0.957 1.196 -1.246
C -1.625 0.721 0.212
C 0.112 -1.137 -1.126
C 0.380 0.251 -0.572
C -0.234 -0.243 2.076
C 1.069 0.294 0.758
C -1.222 0.184 1.373
H 1.166 0.891 -2.198
H -0.397 -1.132 -2.095
H -1.720 1.800 0.156
H 1.315 1.319 1.049
H 1.107 -1.579 -1.271
H -0.182 -0.639 3.108
H -0.433 -1.779 -0.428
H -2.285 0.163 -0.441
H 1.992 -0.309 0.644
*
```

Record 4
A structure of composition C6H6IN2 in a non-equilibrium geometry, computed with wB97M-V/def2-TZVPD.

Relative energy (zero: lowest compared OMol25 entry of this formula, charge and spin), eV: 2.504
LUMO, eV: -4.6
Kohn-Sham gap, eV: 9.167

The geometry in ORCA input format:
```
! RIJCOSX wB97M-V def2-TZVPD def2/J DEFGRID3
* xyz 1 1
I -0.216 3.132 -0.295
N -0.018 -1.235 1.000
N -0.026 0.310 -1.366
C 0.013 -0.353 -2.621
C -0.201 -1.879 -0.267
C -0.141 -0.036 1.181
C -0.158 1.066 -0.381
C 0.024 -1.121 -1.361
C 0.040 0.746 2.407
H -0.136 -2.912 -0.085
H -0.410 1.729 2.291
H -0.620 -0.292 -3.441
H 1.174 0.845 2.489
H -0.321 0.361 3.356
H 0.997 -0.360 -2.909
*
```

Record 5
A structure of composition C2HNOS in a non-equilibrium geometry, computed with wB97M-V/def2-TZVPD.

Relative energy (zero: lowest compared OMol25 entry of this formula, charge and spin), eV: 2.980
LUMO, eV: -1.7
Kohn-Sham gap, eV: 8.866

The geometry in ORCA input format:
```
! RIJCOSX wB97M-V def2-TZVPD def2/J DEFGRID3
* xyz 0 1
S 1.277 0.167 0.336
O -0.577 -0.818 -1.633
N -1.410 1.297 1.430
C -1.066 0.643 0.350
C -0.316 -0.192 -0.575
H 2.092 -1.097 0.092
*
```

Record 6
A structure of composition C36H88N4O16 in a non-equilibrium geometry, computed with wB97M-V/def2-TZVPD.

Relative energy (zero: lowest compared OMol25 entry of this formula, charge and spin), eV: 3.209
LUMO, eV: 0.6
Kohn-Sham gap, eV: 8.847

The geometry in ORCA input format:
```
! RIJCOSX wB97M-V def2-TZVPD def2/J DEFGRID3
* xyz 0 1
O 4.600 -1.951 -8.956
O -4.755 1.071 -0.648
O -7.505 3.265 0.307
O 4.243 1.383 5.871
O -0.247 -4.295 3.057
O 1.382 3.587 -2.526
O -2.362 3.092 3.893
O -1.607 -4.641 0.241
O 1.741 1.217 4.648
O 5.088 -2.106 1.312
O -2.236 -0.256 3.123
O 1.649 -0.932 0.398
O -1.625 0.057 -2.905
O 6.583 -3.911 -0.335
O 3.226 -2.553 -6.394
O -4.727 4.774 3.246
N 2.985 2.088 -3.104
N 0.136 -1.363 -1.216
N -3.688 0.228 4.783
N -3.248 1.585 -3.124
C 1.021 -4.115 3.618
C -2.073 1.051 -3.485
C -3.453 -2.089 4.027
C -6.125 4.712 3.064
C -5.920 1.491 0.027
C 7.828 -4.000 -1.008
C 2.289 0.856 -2.729
C 3.802 2.343 4.921
C 3.503 -3.416 -7.483
C -0.299 0.435 0.363
C -4.312 4.325 4.505
C 5.732 -1.530 -9.691
C -2.812 4.245 4.572
C 3.352 4.462 -3.508
C 0.868 -2.420 -1.868
C 2.477 3.315 -3.012
C -3.788 2.901 -3.416
C -6.450 2.839 -0.501
C -1.222 1.678 -4.575
C -1.773 -3.655 1.243
C 5.495 0.808 5.542
C -3.308 1.634 4.864
C 0.571 -0.685 -0.146
C 2.829 1.751 3.935
C 4.069 -1.799 2.241
C -4.246 -0.141 -0.116
C -0.472 -3.395 1.980
C -0.956 2.958 3.928
C -2.512 -4.525 -0.838
C 2.248 -3.014 -5.510
C 4.835 -3.060 -8.123
C 0.847 0.568 3.766
C 5.756 -2.884 -0.855
C -8.770 2.677 0.085
C 4.592 -2.640 0.091
C -3.099 -0.615 3.920
H 2.685 -3.365 -8.207
H -4.677 4.998 5.294
H -3.720 1.120 -2.352
H -6.422 5.288 2.192
H 0.262 1.343 0.562
H 4.658 2.847 4.456
H 5.592 -2.825 -7.371
H -4.162 -2.319 4.822
H 5.749 0.057 6.286
H 4.203 4.124 -4.104
H 3.551 -4.437 -7.080
H -0.548 0.920 -4.960
H -8.715 1.656 -0.303
H -2.508 -2.615 4.142
H -5.012 -0.925 -0.215
H -2.071 -2.714 0.771
H -2.852 1.947 3.931
H -1.080 0.669 -0.362
H -4.035 -0.175 0.956
H 1.194 -4.918 4.338
H 6.305 -0.750 -9.186
H -3.933 -2.368 3.088
H 4.046 -3.563 0.296
H -1.843 2.136 -5.344
H -3.530 3.256 -4.409
H -9.380 2.659 0.986
H 5.389 0.206 4.627
H 0.378 1.258 3.054
H 3.971 1.933 -3.226
H 2.393 0.155 -3.560
H 0.009 0.151 4.318
H -0.518 -2.352 2.317
H 0.406 -3.390 -1.678
H -2.347 5.163 4.187
H 1.270 -3.208 -5.964
H 6.308 -1.944 -0.961
H -5.833 1.599 1.111
H -0.618 2.441 -4.077
H 2.112 -2.314 -4.690
H 4.004 -1.823 -0.341
H 5.392 -3.257 -1.821
H -4.868 2.792 -3.309
H -2.208 -3.653 -1.432
H 3.569 -0.856 1.996
H -0.528 2.868 4.932
H -0.785 2.050 3.352
H 2.751 5.098 -4.150
H -3.378 -0.404 -0.713
H 4.609 -1.648 3.176
H 3.722 4.922 -2.593
H 2.512 2.515 3.214
H 1.242 1.038 -2.514
H 6.256 1.562 5.334
H 3.311 -2.583 2.267
H 1.905 -2.483 -1.534
H -4.729 3.340 4.758
H 2.564 -3.956 -5.040
H 8.362 -3.054 -1.114
H -2.464 4.223 5.614
H 3.365 0.980 3.366
H 7.643 -4.509 -1.960
H 1.099 -3.204 4.225
H 5.361 -1.092 -10.620
H 3.354 3.111 5.561
H 8.428 -4.662 -0.382
H -2.527 1.637 5.636
H 2.776 0.359 -1.889
H -5.634 3.553 -0.376
H 1.364 -0.189 3.169
H -2.474 -4.008 2.005
H -0.721 -1.099 -1.690
H -6.683 0.726 -0.168
H -6.689 5.067 3.933
H -2.380 -5.403 -1.464
H -3.553 -4.376 -0.539
H -3.482 3.596 -2.629
H -4.052 2.325 5.251
H -6.638 2.797 -1.580
H -0.448 3.801 3.448
H 5.045 -3.986 -8.675
H 1.001 -2.240 -2.936
H -4.391 -0.134 5.403
H 1.844 -4.143 2.900
H -0.836 0.089 1.250
H -9.268 3.300 -0.667
H -6.365 3.660 2.875
H 6.396 -2.333 -10.019
H 0.392 -3.464 1.312
*
```

Record 7
The molecule C9H17N3O in a non-equilibrium geometry, computed with wB97M-V/def2-TZVPD.

SMILES: O=C1NCN(C2CCCCC2)CN1
Relative energy (zero: lowest compared OMol25 entry of this formula, charge and spin), eV: 1.728
LUMO, eV: 0.7
Kohn-Sham gap, eV: 9.597

The geometry in ORCA input format:
```
! RIJCOSX wB97M-V def2-TZVPD def2/J DEFGRID3
* xyz 0 1
O -0.812 -1.645 3.750
N 0.284 -0.277 2.162
N -0.913 -2.118 1.562
N 0.615 -1.120 0.011
C 0.913 1.517 -1.804
C -1.250 0.506 -0.347
C -0.540 -1.372 2.564
C -0.633 1.791 0.161
C -0.046 -2.399 0.396
C -0.289 -0.508 -0.959
C 1.323 -0.459 1.127
C -0.018 2.529 -1.041
C 0.359 0.107 -2.211
H -0.600 -2.839 -0.498
H -1.512 2.431 0.633
H 0.724 -3.184 0.699
H 0.576 3.426 -0.859
H -1.779 1.053 -1.302
H 0.595 0.114 3.032
H 2.103 -1.258 1.338
H 0.079 1.659 1.023
H 1.721 0.565 0.857
H -1.960 0.017 0.322
H -1.237 -3.064 1.937
H 1.241 -0.510 -2.399
H -0.826 2.914 -1.730
H 1.173 2.114 -2.802
H -0.257 0.019 -3.136
H 1.793 1.475 -1.179
H -0.827 -1.483 -1.307
*
```

Record 8
A cluster of 3 separate species, H7O3 in total in a non-equilibrium geometry, computed with wB97M-V/def2-TZVPD.

Relative energy (zero: lowest compared OMol25 entry of this formula, charge and spin), eV: 0.768
LUMO, eV: -3.8
Kohn-Sham gap, eV: 12.535

The geometry in ORCA input format:
```
! RIJCOSX wB97M-V def2-TZVPD def2/J DEFGRID3
* xyz 1 1
O -0.751 -0.905 -0.155
O -1.162 1.108 1.191
O 1.907 -0.230 -0.987
H -1.423 -1.254 -0.761
H -0.722 1.981 1.321
H -0.970 -0.054 0.388
H 0.243 -1.036 -0.328
H 2.561 0.265 -1.465
H 2.477 -1.078 -0.835
H -2.117 1.395 1.286
*
```

Record 9
The molecule C6H5NO in a non-equilibrium geometry, computed with wB97M-V/def2-TZVPD.

SMILES: N#CC1=C[C@H]2C[C@H]2O1
Relative energy (zero: lowest compared OMol25 entry of this formula, charge and spin), eV: 2.490
LUMO, eV: 0.6
Kohn-Sham gap, eV: 9.993

The geometry in ORCA input format:
```
! RIJCOSX wB97M-V def2-TZVPD def2/J DEFGRID3
* xyz 0 1
O 1.412 0.177 0.172
N 1.133 -2.828 2.244
C -0.685 1.566 -0.060
C -0.759 0.278 -0.865
C 0.730 -0.918 0.467
C -0.354 -1.082 -0.168
C 0.560 0.975 -0.563
C 1.025 -1.865 1.487
H -0.943 -2.070 0.057
H 1.070 1.600 -1.340
H -0.813 1.452 1.020
H -1.357 0.331 -1.868
H -1.017 2.385 -0.583
*
```